(1)
{
  "formula": "C5H13NO",
  "method": "the ωB97M-V functional and the def2-TZVPD basis",
  "species": ["O", "N", "C", "C", "C", "C", "C", "H", "H", "H", "H", "H", "H", "H", "H", "H", "H", "H", "H", "H"],
  "xyz": [[2.911169, 0.760814, -1.128545], [1.399891, 0.796243, 1.109514], [1.841968, -0.181141, -1.104268], [-0.240928, -0.796140, 0.264585], [-2.592836, -0.089010, -0.271715], [0.770515, 0.284498, -0.134327], [-1.543413, -0.102982, 0.835919], [1.372776, 1.780092, 1.223171], [-2.749004, -1.082108, -0.716864], [-1.896503, -0.805990, 1.581165], [0.261459, 1.159371, -0.553852], [0.995188, 0.335891, 1.914609], [-1.327567, 0.920133, 1.116738], [2.307040, -1.154224, -0.871855], [0.282936, -1.524455, 0.885432], [-2.278681, 0.427226, -1.191714], [-0.623523, -1.347300, -0.594373], [3.289517, 0.713776, -0.246095], [1.421048, -0.329446, -2.099745], [-3.601053, 0.234744, -0.017773]],
  "forces_ev_per_a": [[-0.3, 0.0, -0.7], [0.3, -1.6, -0.1], [0.8, -0.3, 0.1], [-0.6, 1.3, -0.7], [-0.3, -0.6, -1.4], [0.0, 0.2, 0.8], [0.5, -1.6, -1.3], [-0.1, 0.8, 0.0], [0.1, -0.2, 0.6], [-0.3, 0.7, 0.8], [-0.1, -0.3, -0.5], [0.1, 0.3, 0.0], [0.0, -0.1, 0.8], [-0.6, 0.0, 0.5], [-0.3, 0.1, 0.4], [0.1, 0.5, 0.5], [0.5, -0.1, -0.3], [0.0, 0.2, 0.2], [0.1, 0.5, -0.1], [0.2, 0.4, 0.3]],
  "nbo_charge": [-0.725, -0.868, -0.070, -0.409, -0.615, -0.077, -0.409, 0.369, 0.199, 0.209, 0.180, 0.362, 0.208, 0.159, 0.206, 0.203, 0.208, 0.477, 0.179, 0.214],
  "orbital_gap_ev": 10.49,
  "relative_energy_kcal_mol": 27.19,
  "total_energy_ha": -328.2755
}

***

(2)
{
  "formula": "C13H6Cl5NO4Pt",
  "method": "the ωB97M-V functional and the def2-TZVPD basis",
  "species": ["Pt", "Cl", "Cl", "Cl", "Cl", "Cl", "O", "O", "O", "O", "N", "C", "C", "C", "C", "C", "C", "C", "C", "C", "C", "C", "C", "C", "H", "H", "H", "H", "H", "H"],
  "xyz": [[-1.423894, 0.142831, -0.526723], [-2.141694, 2.569492, 1.857070], [1.603688, -6.151344, -2.087017], [-0.096143, -6.740044, 0.475583], [-1.664195, -4.407308, 1.872744], [1.613645, -3.256369, -3.309037], [-1.512361, -1.855335, 0.476821], [-1.769071, 2.747594, -1.828386], [-3.157329, 1.101743, -1.878790], [-0.014387, -1.339515, -1.799816], [-1.983447, 1.549450, -1.788984], [-0.802701, -2.781895, -0.089001], [0.384767, 2.056543, 0.925476], [-0.753708, -4.082203, 0.420482], [-0.211031, 4.372368, 1.494488], [0.697185, -4.878992, -1.323452], [-0.028183, -5.129219, -0.178676], [1.973464, 3.891215, 0.645808], [1.641240, 2.554691, 0.542248], [-0.536430, 3.033347, 1.399736], [0.111888, 0.610846, 0.844281], [1.051849, 4.808276, 1.122599], [0.705002, -3.579627, -1.856326], [-0.023744, -2.512024, -1.304286], [-0.946527, 5.075773, 1.861431], [0.992834, 0.035682, 0.564759], [2.358889, 1.844298, 0.148977], [-0.327376, 0.222646, 1.765865], [1.296466, 5.861349, 1.192497], [2.961304, 4.235730, 0.359629]],
  "forces_ev_per_a": [[0.6, -1.9, 0.8], [0.0, -0.1, 0.2], [0.0, -0.1, -0.1], [0.0, -0.1, 0.1], [-0.1, 0.0, 0.1], [0.0, 0.1, 0.0], [0.1, 1.4, -0.2], [0.2, 0.0, -1.2], [0.5, -0.2, -1.4], [0.3, -0.8, -0.4], [-1.0, 1.4, 3.2], [0.3, -0.5, -0.1], [-0.1, 0.6, 0.2], [-0.1, 0.2, 0.0], [0.1, 0.0, 0.0], [-0.1, 0.2, 0.2], [0.1, -0.1, -0.2], [0.2, 0.2, -0.1], [-0.3, -0.2, 0.0], [0.5, -0.6, -0.3], [-1.2, 0.1, -0.8], [-0.1, 0.1, 0.0], [0.0, -0.4, 0.0], [0.0, 0.6, -0.1], [-0.1, 0.0, 0.0], [0.0, 0.0, 0.0], [0.0, 0.0, 0.0], [0.0, 0.0, 0.0], [0.0, 0.0, 0.0], [0.0, -0.1, -0.1]],
  "nbo_charge": [0.770, -0.003, -0.042, -0.046, -0.053, -0.053, -0.786, -0.436, -0.505, -0.794, 0.317, 0.343, -0.030, -0.193, -0.235, -0.110, -0.142, -0.228, -0.205, -0.027, -0.615, -0.252, -0.187, 0.286, 0.207, 0.209, 0.209, 0.217, 0.191, 0.192],
  "orbital_gap_ev": 5.33,
  "relative_energy_kcal_mol": 48.42,
  "total_charge": -2,
  "total_energy_ha": -3274.9239
}

***

(3)
{
  "formula": "C2H6F2N2O2",
  "method": "the ωB97M-V functional and the def2-TZVPD basis",
  "species": ["F", "F", "O", "O", "N", "N", "C", "C", "H", "H", "H", "H", "H", "H"],
  "xyz": [[-4.638844, -0.603027, 0.641583], [2.621573, 1.782380, 0.962106], [3.259324, 1.051272, -0.964431], [-4.221572, 1.413447, -0.180927], [2.197021, -1.462035, 0.829475], [-2.864177, -0.367715, -0.643653], [2.295768, 1.060892, -0.141049], [-3.901868, 0.279708, -0.105617], [2.412416, -1.361824, -0.152469], [-2.248504, 0.139580, -1.252603], [-2.760314, -1.362021, -0.534090], [4.077433, 1.530761, -0.718365], [2.582046, -0.675839, 1.336905], [1.189700, -1.425579, 0.923141]],
  "forces_ev_per_a": [[0.2, 0.1, -0.2], [0.5, -0.2, -0.5], [1.1, 0.0, -0.7], [0.0, 0.5, -0.1], [0.1, -0.7, 0.3], [0.4, -0.2, -0.2], [-1.7, 0.8, 0.5], [-0.5, -0.6, 0.5], [0.0, 0.0, 0.1], [0.0, 0.0, 0.0], [0.0, 0.2, 0.0], [-0.1, 0.1, 0.3], [-0.1, -0.2, 0.0], [0.1, 0.1, 0.0]],
  "nbo_charge": [-0.360, -0.379, -0.668, -0.578, -1.047, -0.843, 0.531, 0.954, 0.358, 0.414, 0.413, 0.493, 0.351, 0.362],
  "orbital_gap_ev": 9.93,
  "relative_energy_kcal_mol": 51.02,
  "total_energy_ha": -539.4824
}

***

(4)
{
  "formula": "C3H5N3O",
  "method": "the ωB97M-V functional and the def2-TZVPD basis",
  "species": ["O", "N", "N", "N", "C", "C", "C", "H", "H", "H", "H", "H"],
  "xyz": [[1.760035, -1.899714, 0.891488], [0.252641, -1.114695, -0.637139], [0.996773, 0.326337, 1.043597], [-1.244003, 1.607657, 0.190796], [-1.543739, 0.509921, -0.400955], [1.108959, -0.901314, 0.607183], [-0.673675, -0.331752, -1.121419], [0.566449, -1.910470, -1.181003], [-0.240820, 1.781200, 0.381655], [-1.941783, 2.087641, 0.750205], [-0.960489, -0.471735, -2.165027], [1.579665, 0.386516, 1.876117]],
  "forces_ev_per_a": [[-0.2, 0.3, 0.0], [-0.1, 0.1, -0.1], [0.1, -0.2, 0.0], [-0.1, -0.3, 0.0], [0.2, 0.3, 0.1], [0.0, 0.0, 0.0], [0.1, -0.1, 0.1], [0.0, 0.1, 0.1], [-0.1, 0.0, 0.0], [0.1, -0.1, -0.1], [0.1, 0.0, 0.1], [0.0, 0.1, -0.1]],
  "nbo_charge": [-0.683, -0.534, -0.962, -0.669, 0.192, 0.725, 0.078, 0.417, 0.451, 0.401, 0.222, 0.362],
  "orbital_gap_ev": 8.02,
  "relative_energy_kcal_mol": 77.51,
  "total_energy_ha": -356.7339
}

***

(5)
{
  "formula": "CH4N2O2",
  "method": "the ωB97M-V functional and the def2-TZVPD basis",
  "species": ["O", "O", "N", "N", "C", "H", "H", "H", "H"],
  "xyz": [[-1.161051, 0.848073, 0.228708], [2.447002, 0.170028, -0.027565], [0.198056, -1.264374, -0.001616], [0.279052, 0.060498, -0.378889], [1.405377, 0.722955, 0.013018], [-0.214803, -1.310411, 0.895891], [-0.130000, -1.954237, -0.676164], [1.433258, 1.860962, 0.243783], [-1.737929, 1.061907, -0.425594]],
  "forces_ev_per_a": [[5.7, -2.1, 3.2], [1.9, -1.2, 0.1], [0.6, 1.3, -0.9], [-4.7, -0.9, 0.0], [0.5, 3.4, 0.8], [-0.3, -0.5, 1.0], [-0.2, 0.9, 0.0], [-1.2, -1.6, -0.4], [-2.1, 0.7, -3.9]],
  "nbo_charge": [-0.683, -0.526, -0.597, -0.040, 0.491, 0.372, 0.380, 0.147, 0.455],
  "orbital_gap_ev": 10.58,
  "relative_energy_kcal_mol": 81.93,
  "total_energy_ha": -300.3571
}

***

(6)
{
  "formula": "C39H37F5N12SSeSr",
  "method": "the ωB97M-V functional and the def2-TZVPD basis",
  "species": ["Sr", "Se", "S", "F", "F", "F", "F", "F", "N", "N", "N", "N", "N", "N", "N", "N", "N", "N", "N", "N", "C", "C", "C", "C", "C", "C", "C", "C", "C", "C", "C", "C", "C", "C", "C", "C", "C", "C", "C", "C", "C", "C", "C", "C", "C", "C", "C", "C", "C", "C", "C", "C", "C", "C", "C", "C", "C", "C", "C", "H", "H", "H", "H", "H", "H", "H", "H", "H", "H", "H", "H", "H", "H", "H", "H", "H", "H", "H", "H", "H", "H", "H", "H", "H", "H", "H", "H", "H", "H", "H", "H", "H", "H", "H", "H", "H"],
  "xyz": [[-0.405004, 0.070143, 1.030453], [-3.641894, -0.843835, 1.730492], [-2.370359, 2.274972, 0.388551], [-2.794075, -3.507888, 0.344873], [-6.716307, -1.254738, 1.760909], [-8.189259, -3.275540, 0.829782], [-7.013872, -5.420649, -0.350438], [-4.300143, -5.502833, -0.585107], [1.454357, 0.475931, 2.856974], [2.890835, 4.107393, -4.579396], [-1.042886, 1.573758, 3.069434], [-4.185462, 2.933559, 2.168443], [1.074841, 1.774818, -0.473168], [-5.053242, -1.806605, -2.457662], [-0.438596, -2.103643, 2.660152], [-1.476898, -1.379587, -1.337261], [4.594969, 4.452040, -3.180236], [1.136030, -3.227041, 1.218485], [-2.250935, 2.200776, 3.091454], [1.089995, -2.266000, 0.436318], [0.354527, -3.146163, 2.405174], [6.130179, 6.173016, -6.072325], [5.054708, 5.949486, -6.954350], [-2.898274, -1.182750, -1.544064], [-6.086722, -2.286524, 1.205294], [1.599211, 0.380846, 5.233753], [1.954057, -1.345513, -1.601505], [2.712966, -1.416770, -2.760306], [-6.272469, -4.424476, 0.119600], [-6.867880, -3.326273, 0.724985], [-2.960436, 2.451414, 1.948840], [2.612911, -0.175666, 2.778171], [1.895936, -2.431174, -0.736320], [0.478507, -4.242948, 3.242702], [1.287028, 2.797838, -2.630722], [-0.719679, 2.155856, 5.444301], [-4.893538, -4.462402, 0.003816], [6.108149, 5.723476, -4.770561], [-1.140874, -2.138358, 3.789996], [0.579660, 2.104510, -1.675300], [-0.250945, -4.260718, 4.421375], [2.594089, -3.602566, -1.027516], [3.346395, 3.921287, -3.370815], [2.313280, 2.186878, -0.196169], [3.345982, -3.668231, -2.185878], [4.963048, 5.035342, -4.374592], [3.325641, -0.586431, 3.895197], [2.798044, -0.313320, 5.142975], [-1.075470, -3.186051, 4.700211], [-0.342103, 1.517365, 4.140584], [3.927294, 5.269832, -6.555974], [-3.562682, -2.000750, -2.641685], [3.408569, -2.580204, -3.052424], [-4.691997, -2.292559, 1.122760], [-4.135242, -3.411572, 0.498355], [3.883947, 4.805421, -5.237977], [0.951960, 0.766083, 4.068300], [3.098598, 2.898997, -1.084594], [2.591085, 3.205882, -2.343147], [1.426069, -0.433676, -1.356734], [3.890079, -4.573310, -2.419396], [-1.400888, 2.993680, 5.309632], [-3.388141, -3.068333, -2.506147], [4.002995, -2.643840, -3.953886], [-3.304339, -1.717911, -3.660672], [-0.181961, -5.100291, 5.099628], [6.996160, 6.713862, -6.429244], [5.130931, 4.459650, -2.331413], [1.181590, 0.607077, 6.203540], [3.314208, -0.625320, 6.040883], [3.097381, 5.098057, -7.227406], [-5.318389, -2.130562, -1.514243], [-0.441344, 1.794134, -1.875959], [-1.679059, -3.155999, 5.596293], [2.992441, -0.366048, 1.779408], [-5.305746, -0.817966, -2.518860], [-4.636229, 2.860194, 3.066731], [-1.188585, 1.433608, 6.117337], [0.855476, 3.037997, -3.591835], [2.694395, 1.936788, 0.787128], [0.164253, 2.548927, 5.941725], [-3.109315, -0.115968, -1.665516], [1.132167, -5.053044, 2.953333], [-5.606081, -2.320533, -3.145017], [-3.367149, -1.459551, -0.607160], [2.540700, -4.443742, -0.352282], [4.095236, 3.190263, -0.782214], [6.936870, 5.899955, -4.098138], [2.763580, -0.565886, -3.427257], [5.123573, 6.325553, -7.965875], [-1.816860, -1.309329, 3.957095], [-0.928947, -1.156726, -2.163038], [4.265768, -1.106955, 3.780537], [-1.251840, -2.336770, -1.083934], [-4.780288, 3.058486, 1.367014], [-2.678264, 2.406385, 3.982724]],
  "forces_ev_per_a": [[-0.5, -0.5, -0.6], [-0.2, 0.3, 0.3], [0.1, 0.1, 0.2], [-0.1, -0.1, 0.1], [0.0, 0.0, 0.0], [0.0, 0.0, 0.0], [0.0, 0.0, 0.0], [0.0, 0.0, 0.0], [-0.1, 0.0, 0.0], [0.0, 0.0, 0.0], [0.0, -0.1, 0.0], [0.0, 0.0, 0.0], [0.0, -0.1, 0.0], [0.0, 0.0, 0.1], [0.3, 0.0, 0.0], [0.4, 0.3, -0.3], [0.0, 0.0, 0.0], [0.0, 0.0, -0.1], [0.0, 0.0, 0.0], [0.1, 0.0, 0.2], [0.0, 0.0, 0.1], [0.0, 0.0, 0.0], [0.0, 0.0, 0.0], [0.0, -0.1, 0.1], [0.0, 0.0, 0.0], [0.0, 0.0, 0.0], [0.0, 0.0, 0.0], [0.0, 0.0, 0.0], [0.0, 0.0, 0.0], [0.0, 0.0, 0.0], [0.0, 0.0, -0.1], [-0.1, 0.1, 0.2], [0.0, 0.0, 0.0], [0.0, 0.0, 0.0], [0.0, 0.0, 0.0], [0.0, 0.0, 0.0], [0.1, 0.0, 0.0], [0.0, 0.0, 0.0], [0.0, 0.0, 0.0], [0.0, 0.0, 0.0], [0.0, 0.0, 0.0], [0.0, 0.0, 0.0], [0.0, 0.0, 0.0], [0.0, 0.0, 0.0], [0.0, 0.0, 0.0], [0.0, 0.0, 0.0], [0.0, 0.0, 0.0], [0.0, 0.0, 0.0], [0.0, 0.0, 0.0], [0.0, 0.1, 0.0], [0.0, 0.0, 0.0], [-0.1, -0.1, 0.1], [0.0, 0.0, 0.0], [0.3, -0.1, -0.1], [-0.1, 0.0, 0.0], [0.0, 0.0, 0.0], [0.1, 0.0, 0.0], [0.0, 0.0, 0.0], [0.0, 0.0, 0.0], [0.0, 0.0, 0.0], [0.0, 0.0, 0.0], [0.0, 0.0, 0.0], [0.1, 0.0, 0.0], [0.0, 0.0, 0.0], [0.0, 0.1, 0.0], [0.0, 0.0, 0.0], [0.0, 0.0, 0.0], [0.0, 0.0, 0.0], [0.0, 0.0, 0.0], [0.0, 0.0, 0.0], [0.0, 0.0, 0.0], [0.0, 0.0, 0.0], [0.0, 0.0, 0.0], [0.0, 0.0, 0.0], [0.0, -0.1, 0.0], [0.0, 0.0, 0.0], [0.0, 0.0, 0.0], [0.0, 0.0, 0.0], [0.0, 0.0, 0.0], [0.0, 0.0, 0.0], [0.0, 0.0, 0.0], [0.1, 0.0, -0.1], [0.0, 0.0, 0.0], [0.0, 0.0, 0.0], [-0.1, 0.2, 0.0], [0.0, 0.0, 0.0], [0.0, 0.0, 0.0], [0.0, 0.0, 0.0], [0.0, 0.0, 0.0], [0.0, 0.0, 0.0], [0.0, 0.0, 0.0], [0.0, 0.0, 0.0], [0.0, 0.0, 0.0], [-0.2, 0.0, 0.1], [0.0, 0.0, 0.0], [0.0, 0.0, 0.0]],
  "mulliken_charge": [1.374, -0.337, -0.332, -0.336, -0.323, -0.291, -0.296, -0.334, 0.073, -0.608, 0.844, -0.407, 0.847, -0.092, 1.325, 0.107, 0.034, -0.895, -0.807, 1.648, -0.593, -0.421, -0.498, 0.075, 0.204, -0.832, 0.909, -1.004, 0.688, 0.310, 0.383, -0.098, -0.957, -0.353, -0.987, -2.018, -0.019, -1.046, -0.671, -0.606, -0.747, -0.416, -0.050, -0.628, -0.694, 0.722, -1.066, -0.719, -0.994, 0.146, -0.780, -0.593, -0.523, -0.077, 0.200, 0.611, 0.919, -1.104, 0.954, 0.311, 0.407, 0.533, 0.334, 0.434, 0.459, 0.444, 0.394, 0.178, 0.469, 0.461, 0.439, -0.105, 0.415, 0.527, 0.494, 0.388, 0.198, 0.376, 0.547, 0.422, 0.504, 0.451, 0.611, 0.413, -0.841, 0.510, 0.340, 0.387, 0.521, 0.395, 0.407, 0.175, 0.489, 0.207, 0.243, 0.243],
  "orbital_gap_ev": 5.96,
  "relative_energy_kcal_mol": 14.43,
  "total_charge": 2,
  "total_energy_ha": -5494.7412
}

***

(7)
{
  "formula": "C4H8N2O",
  "method": "the ωB97M-V functional and the def2-TZVPD basis",
  "species": ["O", "N", "N", "C", "C", "C", "C", "H", "H", "H", "H", "H", "H", "H", "H"],
  "xyz": [[1.569288, -1.012204, 0.543036], [-0.378584, 1.118850, 0.428103], [-0.070021, -2.420946, -0.303753], [0.342706, -1.261345, -0.064687], [-1.829901, 1.068264, 0.527071], [0.188834, 0.187285, -0.518872], [1.716286, 0.122913, -0.341194], [-2.260509, 1.396205, -0.425226], [-2.237673, 0.073977, 0.773853], [2.253853, -0.197773, -1.239979], [0.032407, 0.928820, 1.338337], [2.186161, 0.972967, 0.147643], [0.716090, -2.951752, 0.089755], [-0.223444, 0.351832, -1.516942], [-2.147478, 1.776363, 1.298287]],
  "forces_ev_per_a": [[0.2, 0.0, 0.0], [0.1, -0.1, 0.1], [0.1, 0.5, 0.2], [0.1, -0.4, 0.0], [-0.2, 0.0, 0.0], [0.0, 0.0, -0.2], [0.2, 0.5, -0.2], [0.0, -0.1, 0.1], [0.1, 0.1, -0.1], [0.0, 0.2, 0.1], [-0.1, 0.1, -0.1], [0.0, 0.0, 0.0], [-0.5, -0.8, 0.0], [0.1, -0.1, 0.1], [0.0, -0.1, -0.1]],
  "nbo_charge": [-0.529, -0.603, -0.648, 0.515, -0.417, -0.129, -0.075, 0.195, 0.178, 0.186, 0.359, 0.197, 0.351, 0.215, 0.206],
  "orbital_gap_ev": 10.40,
  "relative_energy_kcal_mol": 62.38,
  "total_energy_ha": -341.9042
}

***

(8)
{
  "formula": "C3H5N5",
  "method": "the ωB97M-V functional and the def2-TZVPD basis",
  "species": ["N", "N", "N", "N", "N", "C", "C", "C", "H", "H", "H", "H", "H"],
  "xyz": [[2.093058, -0.131100, 0.135622], [-2.221145, -0.357200, 0.436284], [-0.825989, 1.674690, -0.051149], [1.427939, 0.965904, 0.166757], [-1.128352, -1.304520, -0.184866], [0.005124, -0.654716, 0.142491], [1.233936, -1.233273, -0.011179], [0.145386, 0.738849, 0.081394], [-3.134273, -0.964059, -0.095511], [3.073397, -0.428694, 0.209707], [1.515679, -2.308355, -0.136773], [-0.581671, 2.716561, -0.250154], [-1.603091, 1.285912, -0.442619]],
  "forces_ev_per_a": [[-0.4, -7.0, -0.8], [0.7, -8.0, -5.7], [3.4, 4.1, 0.9], [1.0, 4.7, 0.0], [-5.8, 4.5, 3.9], [-1.5, -1.6, -2.1], [2.2, 0.8, 0.9], [1.3, 0.5, 1.0], [2.9, 2.3, 2.2], [-0.4, 2.0, 0.1], [-0.1, 1.4, 0.3], [-0.3, -3.1, 0.3], [-2.9, -0.6, -1.0]],
  "nbo_charge": [-0.302, -0.492, -0.783, -0.311, -0.103, -0.103, -0.027, 0.331, 0.324, 0.422, 0.236, 0.406, 0.403],
  "orbital_gap_ev": 7.42,
  "relative_energy_kcal_mol": 134.95,
  "total_energy_ha": -390.9034
}